Formula: C27H14AuBrClF4INOP
Source: the OMol25 dataset
Level of theory: ωB97M-V/def2-TZVPD

For the gap between HOMO and LUMO (alpha / beta), the calculation gives 7.529 / 5.329 eV. As for the spin multiplicity: 3. The value obtained for the total energy is -5375.09960 Eh. As for the energy relative to the best compared isomer or geometry (same formula, charge and spin): 0.445 eV. As for the HOMO energy (alpha / beta): -0.5170 / -0.5384 hartree. The total charge is +2.

```
52
C27H14AuBrClF4INOP | the OMol25 dataset | ωB97M-V/def2-TZVPD
Au -0.531 -0.397 -1.269
F -0.421 5.577 2.455
C -0.553 4.317 2.113
C -0.449 3.324 3.068
F -0.221 3.636 4.327
C -0.592 2.004 2.688
F -0.511 1.083 3.644
C -0.821 1.631 1.368
P -0.933 -0.132 0.970
C 0.269 -1.127 1.854
C -0.049 -1.699 3.088
C 0.880 -2.497 3.732
C 2.119 -2.741 3.152
C 2.437 -2.183 1.922
C 1.514 -1.381 1.271
C -2.570 -0.672 1.364
C -2.821 -2.052 1.459
C -4.095 -2.491 1.762
C -5.118 -1.567 1.952
C -4.876 -0.201 1.837
C -3.606 0.252 1.535
C -0.953 2.656 0.426
Br -1.460 2.360 -1.370
C -0.816 3.979 0.794
F -0.947 4.955 -0.090
H -1.012 -1.519 3.548
H 0.636 -2.929 4.694
H 2.834 -3.375 3.659
H 3.398 -2.380 1.466
H 1.767 -0.957 0.308
H -2.021 -2.769 1.309
H -4.294 -3.551 1.852
H -6.115 -1.914 2.192
H -5.680 0.507 1.988
H -3.420 1.315 1.445
Cl 4.353 0.070 -6.351
C 2.944 -0.215 -5.457
C 1.887 -0.874 -6.063
C 0.720 -1.141 -5.370
I -0.855 -2.086 -6.283
C 0.589 -0.759 -3.990
O -0.451 -1.000 -3.327
C 1.713 -0.055 -3.367
N 1.557 0.314 -2.081
C 2.518 0.996 -1.477
C 3.706 1.332 -2.127
C 3.886 0.942 -3.431
C 2.870 0.230 -4.085
H 1.983 -1.178 -7.096
H 2.346 1.288 -0.447
H 4.467 1.891 -1.600
H 4.799 1.184 -3.958
```